DFT (wB97M-V/def2-TZVPD) results for a cluster of 2 separate species, C4H12 in total in a non-equilibrium geometry.

Computed properties:
- SMILES string: CC.CC
- HOMO energy: -11.739 eV
- Lowest unoccupied orbital energy: 1.135 eV
- DFT total energy: -4342.1944 eV
- Molar mass: 60.140 g/mol

Geometry (Å):
C  0.82  0.88  -2.40
C  0.57  2.03  -1.44
H  -0.02  0.66  -3.05
H  1.63  1.06  -3.11
H  1.13  0.06  -1.75
H  1.40  2.34  -0.81
H  -0.26  1.73  -0.78
H  0.26  2.93  -1.98
C  -0.13  -1.22  1.52
C  -1.32  -1.76  2.32
H  0.05  -0.16  1.70
H  0.81  -1.72  1.76
H  -0.16  -1.24  0.42
H  -2.02  -2.27  1.67
H  -1.80  -0.93  2.84
H  -0.94  -2.39  3.11

Here are the Mulliken charges for atoms 1 to 6, given in e:
1. C -0.781
2. C -0.807
3. H 0.263
4. H 0.313
5. H 0.204
6. H 0.283



DFT (wB97M-V/def2-TZVPD) results for a structure of composition C22H43DyN2P3S in a non-equilibrium geometry.

Computed properties:
- HOMO energy (spin up / spin down): -15.596 / -15.599 eV
- <S²>: 9.346
- Net charge: +3
- Lowest unoccupied orbital energy (spin up / spin down): -9.572 / -9.681 eV
- DFT total energy: -89251.9523 eV
- Multiplicity: 6
- Molar mass: 623.089 g/mol

Geometry (Å):
Dy  0.53  0.14  0.03
P  2.11  1.97  1.52
P  -1.37  0.87  2.18
P  -1.58  2.67  -1.22
H  0.76  -3.08  -5.75
C  0.78  -2.01  -6.00
C  1.74  -1.24  -5.51
H  2.54  -1.70  -4.92
C  3.58  1.26  2.34
C  1.53  3.08  2.87
C  2.88  3.18  0.39
C  -2.90  -0.10  1.87
C  -0.88  0.14  3.79
C  -2.07  2.45  2.83
C  -1.31  3.12  -2.96
C  -0.87  3.97  -0.10
C  -3.30  2.37  -0.77
H  0.06  -1.70  -6.76
H  1.87  -0.19  -5.82
H  4.06  0.52  1.68
H  3.29  0.75  3.27
H  4.30  2.05  2.58
H  1.15  2.49  3.71
H  0.73  3.73  2.50
H  2.34  3.71  3.23
H  3.13  2.69  -0.56
H  3.81  3.58  0.82
H  2.20  4.01  0.19
H  -3.69  0.16  2.59
H  -2.67  -1.17  1.96
H  -3.28  0.10  0.86
H  -1.67  0.29  4.54
H  0.03  0.64  4.16
H  -0.69  -0.93  3.68
H  -2.69  2.26  3.72
H  -2.70  2.96  2.08
H  -1.26  3.12  3.13
H  -2.08  3.81  -3.32
H  -1.30  2.20  -3.56
H  -0.31  3.58  -3.04
H  -1.20  4.99  -0.45
H  0.24  3.96  -0.07
H  -1.22  3.84  0.95
H  -3.94  3.07  -1.33
H  -3.46  2.52  0.31
H  -3.60  1.34  -0.99
C  0.27  -1.18  -2.81
C  -1.02  -1.28  -3.37
C  -1.58  -2.53  -3.55
C  -0.87  -3.70  -3.24
C  0.38  -3.60  -2.59
C  1.01  -2.36  -2.46
S  0.95  0.40  -2.69
H  -0.96  1.32  -1.27
H  -1.48  -0.37  -3.75
H  -2.57  -2.56  -4.00
H  -1.24  -4.70  -3.51
H  0.88  -4.49  -2.22
H  2.07  -2.28  -2.18
N  0.99  -5.59  2.88
C  0.88  -4.35  2.35
C  0.22  -4.15  1.12
C  0.05  -2.86  0.64
N  0.77  -1.81  1.17
C  1.35  -1.98  2.41
C  1.39  -3.22  3.02
H  0.68  -6.41  2.38
H  1.45  -5.76  3.76
H  -0.16  -5.00  0.55
H  -0.67  -2.62  -0.16
H  1.72  -1.06  2.89
H  1.84  -3.32  4.01

Here are the Mulliken charges for atoms 1 to 6, given in e:
1. Dy 0.304
2. P 0.894
3. P 1.090
4. P 1.287
5. H 0.246
6. C -0.508